# 1
{
  "formula": "C35H71BClNO23P",
  "method": "ωB97M-V/def2-TZVPD",
  "e_homo_ha": -0.1787,
  "spin_multiplicity": 1,
  "total_charge": -1,
  "gap_ha": 0.238,
  "elements": ["C", "O", "B", "O", "C", "Cl", "N", "P", "O", "O", "O", "C", "O", "O", "H", "H", "H", "H", "H", "H", "H", "O", "C", "O", "C", "C", "C", "H", "H", "H", "H", "H", "H", "H", "H", "O", "C", "O", "C", "C", "C", "H", "H", "H", "H", "H", "H", "H", "H", "O", "C", "O", "C", "C", "C", "H", "H", "H", "H", "H", "H", "H", "H", "O", "C", "O", "C", "C", "C", "H", "H", "H", "H", "H", "H", "H", "H", "O", "C", "O", "C", "C", "C", "H", "H", "H", "H", "H", "H", "H", "H", "O", "C", "O", "C", "C", "C", "H", "H", "H", "H", "H", "H", "H", "H", "O", "C", "O", "C", "C", "C", "H", "H", "H", "H", "H", "H", "H", "H", "O", "C", "O", "C", "C", "C", "H", "H", "H", "H", "H", "H", "H", "H"],
  "positions_angstrom": [[0.751, -3.576, 6.503], [-0.108, -2.987, 5.463], [0.436, -3.423, 4.162], [-0.049, -4.704, 3.577], [1.550, -2.531, 3.279], [2.935, -1.854, 4.325], [1.992, -3.221, 2.010], [3.341, -4.354, 2.245], [3.441, -5.013, 3.677], [4.808, -3.591, 1.682], [3.045, -5.699, 1.122], [0.685, -1.188, 2.778], [0.702, -0.860, 1.484], [-0.115, -0.438, 3.801], [1.553, -4.247, 5.950], [0.157, -4.204, 7.296], [1.353, -2.673, 6.990], [0.748, -5.317, 3.648], [1.185, -3.656, 1.512], [5.458, -3.424, 2.428], [3.431, -6.513, 1.606], [-4.643, 3.968, 0.111], [-3.799, 3.402, 0.805], [-2.498, 3.410, 0.441], [-1.414, 2.952, 1.267], [-1.218, 1.455, 1.119], [-4.209, 2.615, 2.015], [-1.553, 3.258, 2.307], [-0.514, 3.466, 0.912], [-2.100, 0.900, 1.451], [-0.358, 1.119, 1.704], [-1.056, 1.192, 0.069], [-4.517, 1.613, 1.704], [-5.056, 3.122, 2.489], [-3.433, 2.543, 2.775], [5.346, -6.748, 0.344], [5.759, -6.388, -0.757], [6.666, -5.391, -0.855], [7.353, -5.025, -2.064], [6.524, -4.054, -2.883], [5.195, -6.982, -2.014], [7.649, -5.911, -2.633], [8.281, -4.532, -1.757], [5.579, -4.502, -3.202], [7.073, -3.734, -3.773], [6.271, -3.171, -2.288], [4.270, -6.461, -2.274], [4.976, -8.039, -1.832], [5.882, -6.956, -2.858], [-0.388, -4.359, -0.022], [0.025, -4.000, -1.124], [0.932, -3.003, -1.221], [1.619, -2.637, -2.431], [0.790, -1.666, -3.250], [-0.539, -4.594, -2.381], [1.916, -3.523, -3.000], [2.547, -2.143, -2.123], [-0.155, -2.114, -3.569], [1.339, -1.345, -4.139], [0.537, -0.783, -2.654], [-1.464, -4.073, -2.641], [-0.758, -5.651, -2.198], [0.148, -4.567, -3.225], [4.431, -0.544, -2.109], [4.816, -0.183, -0.998], [4.579, 1.077, -0.570], [4.811, 1.543, 0.771], [6.250, 1.988, 0.946], [5.634, -1.100, -0.138], [4.509, 0.793, 1.507], [4.150, 2.403, 0.919], [6.949, 1.161, 0.794], [6.409, 2.395, 1.949], [6.505, 2.757, 0.210], [6.683, -1.035, -0.440], [5.278, -2.125, -0.286], [5.544, -0.898, 0.928], [-7.754, 3.334, 2.749], [-8.228, 2.321, 2.237], [-8.716, 1.328, 3.012], [-9.460, 0.198, 2.523], [-8.527, -0.910, 2.074], [-8.188, 2.127, 0.750], [-10.166, 0.498, 1.743], [-10.064, -0.162, 3.363], [-7.893, -0.589, 1.243], [-9.095, -1.788, 1.757], [-7.856, -1.198, 2.890], [-7.212, 1.724, 0.466], [-8.330, 3.101, 0.268], [-8.978, 1.482, 0.370], [-9.809, 8.617, 7.315], [-9.592, 7.670, 6.561], [-8.551, 6.838, 6.791], [-8.323, 5.602, 6.092], [-7.559, 5.844, 4.804], [-10.416, 7.476, 5.323], [-9.258, 5.059, 5.933], [-7.714, 4.979, 6.756], [-8.126, 6.474, 4.114], [-7.337, 4.897, 4.305], [-6.619, 6.364, 5.009], [-10.018, 8.107, 4.524], [-11.446, 7.775, 5.540], [-10.464, 6.443, 4.985], [7.506, -3.091, -5.429], [8.165, -2.056, -5.517], [8.223, -1.192, -4.479], [9.108, -0.062, -4.404], [8.499, 1.147, -5.089], [8.837, -1.687, -6.806], [10.100, -0.310, -4.790], [9.239, 0.160, -3.339], [8.338, 0.965, -6.155], [9.148, 2.020, -4.980], [7.521, 1.378, -4.657], [8.114, -1.193, -7.460], [9.193, -2.604, -7.287], [9.712, -1.052, -6.679], [-3.142, 1.547, -5.704], [-3.091, 2.679, -5.226], [-3.162, 2.860, -3.889], [-2.921, 4.109, -3.218], [-4.182, 4.952, -3.177], [-3.045, 3.883, -6.120], [-2.074, 4.639, -3.662], [-2.626, 3.859, -2.194], [-4.522, 5.215, -4.183], [-4.011, 5.875, -2.617], [-4.997, 4.397, -2.703], [-4.062, 4.141, -6.429], [-2.449, 3.637, -7.005], [-2.568, 4.750, -5.665]]
}

# 2
{
  "formula": "C5H9ClFN4O",
  "method": "ωB97M-V/def2-TZVPD",
  "relative_energy_kcal_mol": 54.96,
  "smiles": "[H]/N=C1/N=C[C@@H](F)[C@]([NH3+])(OC)N1Cl",
  "e_homo_ha": -0.5033,
  "spin_multiplicity": 1,
  "total_charge": 1,
  "gap_ha": 0.350,
  "elements": ["H", "N", "C", "N", "C", "C", "F", "C", "N", "O", "C", "N", "Cl", "H", "H", "H", "H", "H", "H", "H", "H"],
  "positions_angstrom": [[3.536, 1.581, -0.549], [3.381, 0.618, -0.873], [2.453, -0.045, -0.440], [2.556, -1.444, -0.674], [1.655, -2.234, -0.281], [0.326, -1.878, 0.193], [0.207, -2.559, 1.507], [-0.113, -0.466, 0.254], [-0.864, -0.190, 1.625], [-0.860, -0.046, -0.832], [-0.840, 1.196, -1.327], [1.358, 0.253, 0.401], [1.372, 1.752, 1.382], [2.002, -3.286, -0.276], [-0.420, -2.441, -0.388], [-0.833, -0.930, 2.309], [-1.871, -0.014, 1.349], [-0.483, 0.678, 1.960], [-1.181, 1.091, -2.377], [0.232, 1.602, -1.264], [-1.723, 1.712, -0.837]]
}

# 3
{
  "formula": "C8H10",
  "method": "ωB97M-V/def2-TZVPD",
  "relative_energy_kcal_mol": 204.67,
  "smiles": "C=C1CC(=C)[C@H]2C[C@H]12",
  "e_homo_ha": -0.3212,
  "spin_multiplicity": 1,
  "gap_ha": 0.351,
  "elements": ["C", "C", "C", "C", "C", "C", "C", "C", "H", "H", "H", "H", "H", "H", "H", "H", "H", "H"],
  "positions_angstrom": [[2.506, -0.537, -0.179], [1.214, -0.283, 0.022], [0.128, -1.347, 0.178], [-0.982, -0.702, -0.311], [-2.205, -1.021, 0.054], [-0.803, 0.875, -0.417], [-0.395, 2.197, 0.122], [0.483, 0.946, 0.314], [3.137, 0.452, 0.016], [2.821, -1.722, -0.209], [0.017, -1.421, 1.363], [0.395, -2.353, -0.369], [-3.326, -0.662, 0.005], [-2.098, -2.014, 0.439], [-0.325, 0.809, -1.434], [-0.641, 2.821, 0.973], [0.018, 2.768, -0.707], [0.327, 0.559, 1.224]]
}

# 4
{
  "formula": "C4H8N2O2",
  "method": "ωB97M-V/def2-TZVPD",
  "relative_energy_kcal_mol": 81.62,
  "smiles": "[H]/N=C(OC)/C(=N/[H])OC",
  "e_homo_ha": -0.3702,
  "spin_multiplicity": 1,
  "gap_ha": 0.402,
  "elements": ["H", "N", "C", "O", "C", "C", "N", "H", "O", "C", "H", "H", "H", "H", "H", "H"],
  "positions_angstrom": [[2.217, -1.247, -1.104], [1.177, -1.194, -1.149], [0.667, -0.312, -0.432], [1.405, 0.364, 0.544], [2.852, 0.214, 0.432], [-0.752, 0.230, -0.415], [-1.091, 1.035, -1.315], [-2.118, 1.274, -1.280], [-1.483, -0.403, 0.439], [-2.773, -0.011, 0.539], [3.202, 1.008, 1.131], [2.980, 0.780, -0.497], [3.208, -0.790, 0.425], [-2.753, 1.012, 0.985], [-3.313, -0.690, 1.245], [-3.375, 0.005, -0.471]]
}

# 5
{
  "formula": "C13H22ClN12O13Tb",
  "method": "ωB97M-V/def2-TZVPD",
  "relative_energy_kcal_mol": 0.00,
  "e_homo_ha": [-0.1247, -0.1249],
  "spin_multiplicity": 7,
  "total_charge": -2,
  "gap_ha": [0.278, 0.278],
  "elements": ["Tb", "N", "C", "C", "O", "N", "C", "C", "O", "O", "H", "H", "H", "H", "H", "H", "N", "N", "C", "O", "O", "H", "H", "H", "C", "C", "N", "C", "C", "N", "C", "O", "O", "C", "O", "O", "H", "H", "H", "H", "H", "O", "Cl", "O", "O", "O", "N", "C", "N", "N", "C", "N", "H", "H", "H", "H", "N", "N", "H", "H", "H", "H"],
  "positions_angstrom": [[0.529, -0.365, -0.717], [0.275, -4.937, -1.696], [-0.988, -4.237, -1.990], [-0.959, -2.809, -1.448], [-1.251, -2.629, -0.241], [-0.591, -1.791, -2.200], [-0.181, -1.953, -3.581], [0.255, -0.562, -4.111], [0.177, -0.364, -5.329], [0.625, 0.255, -3.213], [0.347, -5.029, -0.688], [1.047, -4.329, -1.951], [-1.802, -4.776, -1.505], [-1.152, -4.250, -3.067], [-0.986, -2.324, -4.221], [0.679, -2.629, -3.682], [-1.482, 1.221, -1.831], [-2.582, 1.477, -1.002], [-2.652, 0.771, 0.206], [-3.740, 0.796, 0.807], [-1.571, 0.230, 0.610], [-1.209, 2.055, -2.331], [-1.652, 0.475, -2.497], [-3.478, 1.593, -1.447], [-1.015, 2.785, 2.153], [-0.115, 3.071, 1.001], [0.592, 2.215, 0.295], [1.319, 2.971, -0.600], [1.037, 4.298, -0.442], [0.131, 4.337, 0.577], [1.537, 5.565, -1.091], [2.436, 5.404, -1.968], [1.010, 6.615, -0.704], [2.292, 2.311, -1.485], [3.056, 3.077, -2.202], [2.384, 1.091, -1.462], [-0.642, 1.926, 2.705], [-2.028, 2.566, 1.812], [-1.050, 3.652, 2.815], [-0.269, 5.202, 0.904], [2.800, 4.098, -2.093], [3.167, -2.913, 0.754], [3.187, -1.858, -0.214], [2.125, -2.082, -1.183], [4.448, -1.838, -0.878], [2.947, -0.594, 0.436], [-2.636, -1.004, 2.731], [-2.133, -2.126, 3.218], [-2.886, -2.881, 4.086], [-0.903, -2.536, 3.013], [-0.125, -1.932, 2.168], [0.649, -1.442, 1.457], [-3.628, -0.831, 2.745], [-2.155, -0.570, 1.908], [-3.883, -2.819, 3.974], [-2.527, -3.813, 4.205], [2.646, -0.057, 3.571], [1.762, 0.989, 3.125], [3.127, -0.447, 2.765], [2.049, -0.803, 3.902], [1.279, 0.718, 2.265], [2.357, 1.765, 2.862]]
}

# 6
{
  "formula": "C3H5NO2",
  "method": "ωB97M-V/def2-TZVPD",
  "relative_energy_kcal_mol": 31.74,
  "smiles": "N=C=O.CC=O",
  "e_homo_ha": -0.3481,
  "spin_multiplicity": 1,
  "gap_ha": 0.369,
  "elements": ["N", "C", "O", "H", "C", "C", "O", "H", "H", "H", "H"],
  "positions_angstrom": [[-1.837, -0.522, -0.984], [-0.869, -0.223, -1.661], [0.137, 0.099, -2.163], [-2.675, -0.828, -1.439], [1.273, -0.178, 0.932], [0.058, 0.720, 0.823], [0.047, 1.900, 1.096], [1.924, 0.252, 1.693], [0.966, -1.193, 1.215], [1.842, -0.265, -0.007], [-0.867, 0.237, 0.496]]
}

# 7
{
  "formula": "C15H32NO2PReSSi",
  "method": "ωB97M-V/def2-TZVPD",
  "relative_energy_kcal_mol": 0.00,
  "e_homo_ha": [-0.1834, -0.2687],
  "spin_multiplicity": 4,
  "gap_ha": [0.188, 0.265],
  "elements": ["Re", "Si", "P", "N", "H", "C", "H", "H", "H", "C", "H", "H", "H", "C", "H", "H", "H", "C", "H", "H", "H", "H", "H", "C", "C", "C", "C", "C", "C", "H", "H", "H", "H", "H", "C", "O", "C", "H", "H", "H", "C", "H", "H", "H", "C", "S", "C", "O", "H", "H", "H", "H", "H", "H"],
  "positions_angstrom": [[0.140, 0.381, 0.175], [2.396, 0.444, -0.568], [-0.390, 0.578, -2.020], [-0.126, -1.371, 0.112], [0.000, 2.266, 1.295], [-2.184, 0.666, -2.389], [-2.327, 0.732, -3.475], [-2.642, 1.535, -1.901], [-2.664, -0.248, -2.018], [0.212, 2.053, -2.929], [-0.232, 2.019, -3.931], [1.304, 2.017, -3.008], [-0.101, 2.973, -2.415], [0.054, -0.811, -3.138], [-0.174, -0.501, -4.165], [-0.545, -1.693, -2.876], [1.121, -1.041, -3.049], [3.361, 2.039, -0.285], [3.166, 2.401, 0.736], [3.074, 2.792, -1.033], [4.428, 1.791, -0.398], [3.187, -0.619, 0.120], [2.641, 0.170, -2.013], [-0.118, -2.710, -0.078], [-1.314, -4.828, -0.129], [-1.304, -3.473, 0.155], [1.051, -3.367, -0.583], [1.006, -4.723, -0.874], [-0.167, -5.452, -0.641], [-2.227, -5.394, 0.058], [-2.169, -2.928, 0.546], [1.950, -2.755, -0.730], [1.897, -5.208, -1.278], [-0.193, -6.519, -0.862], [-1.039, 2.693, 0.867], [-1.543, 1.546, 0.215], [-2.115, 3.103, 1.876], [-1.851, 4.056, 2.352], [-2.287, 2.350, 2.655], [-3.047, 3.249, 1.309], [-0.628, 3.846, -0.040], [-1.347, 3.974, -0.862], [0.403, 3.727, -0.414], [-0.646, 4.757, 0.574], [-1.131, -0.263, 3.114], [0.451, 0.542, 3.410], [1.331, -0.820, 4.202], [1.145, 0.473, 1.977], [-1.122, -1.154, 3.752], [-1.299, -0.538, 2.057], [-1.898, 0.441, 3.458], [1.037, -1.765, 3.736], [2.403, -0.643, 4.082], [1.070, -0.788, 5.266]]
}

Copy entry 3 word for word.
{
  "formula": "C8H10",
  "method": "ωB97M-V/def2-TZVPD",
  "relative_energy_kcal_mol": 204.67,
  "smiles": "C=C1CC(=C)[C@H]2C[C@H]12",
  "e_homo_ha": -0.3212,
  "spin_multiplicity": 1,
  "gap_ha": 0.351,
  "elements": ["C", "C", "C", "C", "C", "C", "C", "C", "H", "H", "H", "H", "H", "H", "H", "H", "H", "H"],
  "positions_angstrom": [[2.506, -0.537, -0.179], [1.214, -0.283, 0.022], [0.128, -1.347, 0.178], [-0.982, -0.702, -0.311], [-2.205, -1.021, 0.054], [-0.803, 0.875, -0.417], [-0.395, 2.197, 0.122], [0.483, 0.946, 0.314], [3.137, 0.452, 0.016], [2.821, -1.722, -0.209], [0.017, -1.421, 1.363], [0.395, -2.353, -0.369], [-3.326, -0.662, 0.005], [-2.098, -2.014, 0.439], [-0.325, 0.809, -1.434], [-0.641, 2.821, 0.973], [0.018, 2.768, -0.707], [0.327, 0.559, 1.224]]
}